The following is a quantum chemistry calculation of 2 unconnected molecules or ions with the total composition C2H10N2OSi2, from the Open Molecules 2025 dataset.

Last columns: bonded neighbours and bond lengths (Å).
CARTESIAN COORDINATES (ANGSTROEM)
1 H 3.201 -2.156 -0.433  N2 1.047
2 N 2.337 -1.838 -0.930  H1 1.047, Si3 1.654
3 Si 0.842 -2.051 -0.256  N2 1.654, N4 1.750, O5 1.609
4 N 0.079 -2.584 1.226  Si3 1.750, H7 0.948, H8 0.987
5 O -0.399 -1.566 -1.158  Si3 1.609, Si6 1.593
6 Si -1.285 -0.363 -1.710  O5 1.593, H9 1.552, H10 1.567, H11 1.524
7 H 0.742 -2.813 1.864  N4 0.948
8 H -0.784 -2.288 1.603  N4 0.987
9 H -2.019 -0.966 -2.938  Si6 1.552
10 H -2.267 0.403 -0.759  Si6 1.567
11 H -0.342 0.790 -2.034  Si6 1.524
12 C 0.567 2.678 1.188  C13 1.302, H14 1.144, H15 1.080
13 C -0.616 2.520 0.668  C12 1.302, H16 1.114, H17 1.111
14 H 1.423 2.129 0.664  C12 1.144
15 H 0.905 3.119 2.114  C12 1.080
16 H -0.884 2.036 -0.298  C13 1.114
17 H -1.498 2.949 1.190  C13 1.111

## Properties
**Frontier orbital gap**: 9.4 eV
**Structure (SMILES)**: [H]/N=[Si](\N)O[SiH3].C=C
**Energy above the lowest of the compared OMol25 structures with the same formula, charge and spin**: 1.8786 eV